The following is a DFT calculation (the ωB97M-V functional and the def2-TZVPD basis) of C3H7N3S in the gas phase.

Computed properties:
Relative energy (zero: lowest compared OMol25 entry of this formula, charge and spin): 3.7037 eV
E_HOMO: -8.836 eV
Largest force on an atom: 0.0772 Eh/bohr
SMILES: [H]/N=C\NN(C)C=S
Orbital gap: 8.694 eV
E: -18526.7669 eV

Cartesian coordinates (Å):
H (-0.40720, 2.22988, -0.75128)
N (-0.71870, 2.35252, 0.24909)
C (-0.34938, 1.52016, 1.12725)
N (-0.06950, 0.12413, 1.03813)
N (0.17122, -0.38240, -0.20382)
C (-0.97193, -0.98987, -0.77133)
C (1.46705, -0.83723, -0.51876)
S (3.06487, -0.50659, 0.12161)
H (-0.24371, 1.79105, 2.16081)
H (0.57316, -0.42121, 1.71467)
H (-1.86430, -0.38432, -0.41544)
H (-1.32158, -2.01220, -0.40628)
H (-0.84181, -0.77305, -1.96049)
H (1.51181, -1.71087, -1.38417)

The following is a DFT calculation (the ωB97M-V functional and the def2-TZVPD basis) of a molecular structure, C3H7N3S.

Computed properties:
Relative energy (zero: lowest compared OMol25 entry of this formula, charge and spin): 7.6906 eV
E_HOMO: -8.122 eV
Largest force on an atom: 0.1050 Eh/bohr
Orbital gap: 8.522 eV
E: -18522.7799 eV

Cartesian coordinates (Å):
C (-2.11632, -0.24103, 1.63282)
C (-1.54285, 0.12151, 0.20927)
C (1.80404, 0.02548, -2.11290)
H (-1.69089, 0.92619, 2.27732)
H (-1.49375, -1.45898, 1.90926)
H (-3.51275, -0.25322, 1.90162)
H (-2.20423, 0.46863, -0.61653)
H (1.97419, 0.14319, -3.33274)
H (2.77081, -0.65564, 0.68361)
H (1.35549, 0.53254, 0.22425)
N (-0.27156, -0.22242, -0.04059)
N (2.62137, -0.06340, -1.17450)
N (2.37364, 0.17114, 0.11299)
S (-0.06720, 0.50600, -1.67387)